[1]
7
Properties=species:S:1:pos:R:3:forces:R:3 method="wB97M-V/def2-TZVPD" lumo_ev=-0.8358 energy_ev=-47783.8476 largest_force_ev_per_a=1.33 homo_lumo_gap_ev=8.659
S -1.611 2.860 -0.467 0.3962 -0.2806 -0.2699
C -0.604 2.259 0.626 -1.0233 0.8469 -0.0931
Cl -1.114 2.171 2.266 0.2130 -0.3152 0.4853
Cl 1.010 1.807 0.395 0.4155 -0.2667 -0.1280
S 0.797 -2.423 -0.968 -0.6145 0.0745 0.7396
H 1.390 -3.359 -1.682 0.1992 -0.4715 -0.2404
H 0.133 -3.315 -0.170 0.4139 0.4125 -0.4936

---

[2]
8
Properties=species:S:1:pos:R:3:forces:R:3 method="wB97M-V/def2-TZVPD" lumo_ev="0.6023 / -5.1696" spin_multiplicity=3 energy_ev=-49969.9532 largest_force_ev_per_a=2.96 homo_lumo_gap_ev="7.699 / 5.772"
C 0.163 -0.964 0.229 0.1520 0.7858 1.5038
O 1.044 1.600 0.683 1.9149 1.1684 1.0021
P 0.068 0.866 -0.103 -0.6757 -1.8754 -0.2815
Cl 1.397 -1.688 -0.854 -0.1424 -0.2081 0.7150
Cl -0.060 1.186 -2.050 0.3731 -0.0032 -1.3536
Cl -2.252 1.317 0.603 -2.3921 0.5925 0.8928
H -0.816 -1.508 0.098 1.1253 0.7309 0.2128
H 0.456 -0.808 1.393 -0.3550 -1.1909 -2.6915

---

[3]
7
Properties=species:S:1:pos:R:3:forces:R:3 method="wB97M-V/def2-TZVPD" lumo_ev=-1.1104 energy_ev=-47924.1356 largest_force_ev_per_a=4.98 homo_lumo_gap_ev=8.116
C -0.866 -0.297 0.189 0.4519 -0.0921 -1.1783
P 1.369 0.525 0.717 -2.0062 -4.5479 0.2148
Cl 2.257 -0.771 -0.837 -0.8813 0.9314 1.2299
Cl 1.415 2.184 -0.141 0.1419 3.5384 -1.7697
Cl -2.739 0.033 0.042 2.2670 0.4857 0.6101
H -0.636 -0.564 -0.863 0.0725 -0.0050 0.9362
H -0.800 -1.110 0.893 -0.0458 -0.3106 -0.0431

---

[4]
6
Properties=species:S:1:pos:R:3:forces:R:3 method="wB97M-V/def2-TZVPD" lumo_ev=-0.5595 energy_ev=-23738.7973 largest_force_ev_per_a=3.87 homo_lumo_gap_ev=9.335
O -0.922 -0.623 -0.486 0.1441 -1.5148 0.9508
C -0.066 -0.156 0.401 1.1569 3.4194 -1.3959
Cl -0.387 1.912 -0.012 0.6427 -1.3924 0.8812
I 2.087 -0.405 -0.029 -1.1390 -0.0830 0.2581
H -0.513 -0.553 -1.357 -0.1353 0.0327 -0.1888
H -0.200 -0.175 1.483 -0.6694 -0.4620 -0.5053

---

[5]
5
Properties=species:S:1:pos:R:3:forces:R:3 method="wB97M-V/def2-TZVPD" lumo_ev=-0.8246 energy_ev=-15079.5777 largest_force_ev_per_a=3.64 homo_lumo_gap_ev=9.932
C 0.445 0.232 0.017 -0.9097 -3.4645 -0.6564
N 1.476 0.927 -0.036 1.8760 -0.4291 0.5489
Cl 3.173 -0.164 0.009 -2.5088 1.2034 -0.2768
H -0.590 0.597 0.114 0.7638 0.9762 -0.1169
H 0.358 -0.918 -0.120 0.7787 1.7139 0.5012

---

[6]
10
Properties=species:S:1:pos:R:3:forces:R:3 method="wB97M-V/def2-TZVPD" lumo_ev=0.0271 energy_ev=-24199.7860 largest_force_ev_per_a=4.74 homo_lumo_gap_ev=9.937
N 0.996 0.607 -1.096 -1.9815 1.3743 -0.7762
C 1.099 -0.399 -0.255 -1.9492 -0.6908 2.0816
O 1.983 -1.168 -0.095 0.4860 -0.4099 0.2386
N -0.173 -0.525 0.616 -0.0692 0.6132 -1.0738
Cl 0.025 -1.150 2.149 0.7410 -0.4354 0.1232
N -1.581 0.267 0.593 3.8709 -2.4019 1.3167
O -1.774 0.984 -0.320 -0.6910 0.8159 -1.0314
O -2.169 -0.078 1.548 -2.0665 1.0043 -0.1313
H 0.024 0.932 -1.242 1.0682 0.0258 -0.0032
H 1.571 0.530 -1.898 0.5914 0.1044 -0.7442

---

[7]
8
Properties=species:S:1:pos:R:3:forces:R:3 method="wB97M-V/def2-TZVPD" lumo_ev="-1.5822 / -1.5826" energy_ev=-38797.2525 largest_force_ev_per_a=3.98 homo_lumo_gap_ev="8.100 / 8.099"
C -0.407 -0.834 -0.261 -1.7634 -3.0345 0.6091
N 0.452 0.131 -0.053 -0.0296 -0.3567 -0.5457
O -0.673 -1.987 -0.375 1.2092 3.7873 0.0635
S 2.168 -0.240 -0.320 -0.5599 -0.7510 1.7309
S 0.084 1.850 0.004 -0.7191 0.1062 -0.1214
Cl -2.700 0.248 0.172 1.2806 -0.4494 -0.3777
H 2.410 -0.786 0.983 -0.3955 0.7719 -1.6473
H -1.334 1.618 -0.150 0.9776 -0.0739 0.2886

---

[8]
7
Properties=species:S:1:pos:R:3:forces:R:3 method="wB97M-V/def2-TZVPD" lumo_ev=-0.4429 energy_ev=-26975.4808 largest_force_ev_per_a=3.06 homo_lumo_gap_ev=9.911
O 3.613 1.673 0.209 0.0013 2.5937 1.6292
P 3.556 0.514 -0.610 -0.1196 -1.7991 -2.0629
Cl 4.266 -1.042 0.511 0.1446 -0.7251 0.3359
C 0.407 -0.891 -0.189 -0.2430 -2.8256 0.9017
O 0.720 0.175 -0.573 0.9845 1.7815 -1.1159
H 0.866 -1.900 -0.519 -0.3581 1.2995 0.1070
H -0.348 -0.963 0.598 -0.4097 -0.3249 0.2051

---

[9]
7
Properties=species:S:1:pos:R:3:forces:R:3 method="wB97M-V/def2-TZVPD" lumo_ev=0.5259 energy_ev=-26975.0720 largest_force_ev_per_a=2.38 homo_lumo_gap_ev=10.640
O 1.295 1.283 0.351 -0.0221 -0.4159 -0.0745
C 1.231 0.137 0.057 -1.4058 -0.8308 -0.5246
Cl 2.534 -0.997 -0.070 0.5527 0.1905 0.1816
O 0.114 -0.584 -0.288 0.8983 0.2105 0.5037
P -1.354 0.166 -0.582 -1.7301 -1.2699 -1.0172
H -1.418 0.850 0.569 -0.1661 1.1074 1.5675
H -2.402 -0.855 -0.037 1.8732 1.0083 -0.6364

---

[10]
7
Properties=species:S:1:pos:R:3:forces:R:3 method="wB97M-V/def2-TZVPD" lumo_ev="-1.2636 / -1.2638" energy_ev=-55916.1943 largest_force_ev_per_a=3.48 homo_lumo_gap_ev="4.387 / 4.390"
C -0.216 -0.557 0.312 2.4804 0.2831 -1.3117
O 0.109 0.211 -0.886 -1.2591 -1.4087 2.9230
Mg -1.379 1.335 -1.584 0.1009 0.3858 -0.1438
Cu 1.761 1.276 -0.181 -0.7537 -0.1125 -0.4623
F 0.861 -0.128 1.237 -0.5587 -0.6041 -0.0416
H -0.045 -1.629 0.127 0.2060 0.4090 -0.0124
H -1.091 -0.508 0.976 -0.2159 1.0473 -0.9512

---

[11]
8
Properties=species:S:1:pos:R:3:forces:R:3 method="wB97M-V/def2-TZVPD" lumo_ev="-4.6569 / -8.6414" charge=+1 spin_multiplicity=3 energy_ev=-53888.0406 largest_force_ev_per_a=0.87 homo_lumo_gap_ev="12.145 / 7.626"
O 0.269 0.898 -0.408 -0.2770 0.2570 -0.2082
Cu 1.670 -0.077 0.203 0.6591 -0.1647 0.5507
O 2.018 -1.473 1.161 0.2762 -0.2636 -0.5820
H 1.585 -1.765 1.961 -0.0997 -0.0926 0.6180
C -0.966 0.930 -0.448 -0.0139 0.6496 -0.4322
O -1.547 1.851 0.244 -0.0899 -0.0637 0.0554
O -1.730 0.225 -1.203 -0.4608 -0.4135 0.2305
H -1.298 -0.590 -1.511 0.0060 0.0916 -0.2322

---

[12]
8
Properties=species:S:1:pos:R:3:forces:R:3 method="wB97M-V/def2-TZVPD" lumo_ev="0.1877 / 0.1878" energy_ev=-11527.1941 largest_force_ev_per_a=3.19 homo_lumo_gap_ev="9.404 / 9.402"
C 0.076 0.145 0.795 -1.9054 0.1418 -2.2644
N 0.892 -0.810 0.304 -0.0213 0.5024 2.5431
N -1.165 0.498 -0.827 1.3355 -0.9767 2.7269
O -0.129 0.682 1.831 0.4442 -0.7503 -1.7592
F -1.247 1.837 -0.693 -0.3591 1.2638 0.0032
F -0.360 0.370 -1.949 0.5309 -0.2729 -0.2116
H 0.764 -1.318 -0.534 -0.6587 0.2446 -1.0560
H 1.168 -1.404 1.073 0.6340 -0.1527 0.0180

---

[13]
8
Properties=species:S:1:pos:R:3:forces:R:3 method="wB97M-V/def2-TZVPD" lumo_ev=0.3969 energy_ev=-12642.3496 largest_force_ev_per_a=1.94 homo_lumo_gap_ev=9.536
C 0.632 -1.832 1.812 -0.3413 -0.1785 0.0697
O -0.097 -0.901 1.838 0.2472 0.0398 0.2049
O 0.183 0.364 -0.420 -0.6368 0.6701 -1.7107
O 1.515 -0.234 -0.503 1.1539 -0.4112 -0.2524
F 1.625 -2.057 2.627 -0.2261 0.1088 -0.3737
F 0.452 -2.856 1.022 0.4153 -0.0619 0.0681
H -0.116 -0.232 0.280 -1.1573 -0.1647 0.5233
H -0.254 0.189 -1.306 0.5451 -0.0023 1.4708

---

[14]
8
Properties=species:S:1:pos:R:3:forces:R:3 method="wB97M-V/def2-TZVPD" lumo_ev="0.8092 / -2.2111" spin_multiplicity=3 energy_ev=-12751.0758 largest_force_ev_per_a=18.64 homo_lumo_gap_ev="7.384 / 9.131"
C 0.174 -0.294 0.273 -1.8998 -2.7399 0.4620
N 0.632 0.221 -0.866 1.4842 2.2601 0.3836
O -1.268 -0.503 0.445 9.5509 -13.5390 -5.4276
F -1.961 0.602 0.779 -9.7959 15.1112 4.8173
F 0.591 0.474 1.220 0.5885 1.0277 2.6052
F 0.533 -1.579 0.509 1.4080 -0.6420 0.2328
H 0.238 -0.077 -1.701 -0.4387 -0.0612 -1.7263
H 1.061 1.158 -0.659 -0.8972 -1.4169 -1.3470

---

[15]
9
Properties=species:S:1:pos:R:3:forces:R:3 method="wB97M-V/def2-TZVPD" lumo_ev=-0.8953 energy_ev=-29290.7066 largest_force_ev_per_a=4.09 homo_lumo_gap_ev=9.298
C -0.106 0.192 0.243 -1.2292 -0.8789 -0.0278
N -2.888 0.921 -0.701 1.9671 0.9962 0.3717
F -3.592 -0.251 1.226 -0.5627 -0.7499 0.6756
F -1.171 2.630 -0.150 0.1366 -2.4882 0.9185
F -2.871 -1.483 -0.698 -0.0311 -0.9866 0.0662
P -3.889 -0.298 -0.361 -0.2959 -0.2233 0.2693
P -1.490 1.025 0.033 -0.9057 2.9757 -2.6560
H 0.648 0.754 0.688 1.3608 0.9597 0.5277
H -0.035 -0.892 0.348 -0.4399 0.3953 -0.1452

---

[16]
8
Properties=species:S:1:pos:R:3:forces:R:3 method="wB97M-V/def2-TZVPD" lumo_ev=-0.2410 energy_ev=-21544.7280 largest_force_ev_per_a=4.73 homo_lumo_gap_ev=9.534
C -0.924 0.022 -2.542 -1.6537 -0.8458 -4.3546
N -0.756 0.248 -1.470 1.1786 1.1432 4.3830
H -1.373 -0.154 -3.494 0.4782 -0.1079 -0.2400
F 0.787 -4.119 0.281 -1.3353 -0.7257 2.0033
S -0.115 -4.558 1.654 1.2541 2.4582 -1.3322
F -0.219 -3.050 2.310 0.0844 -1.7288 -0.6771
F -1.134 -0.151 1.089 0.6865 1.7419 -2.6804
H -0.914 0.319 0.190 -0.6928 -1.9351 2.8980

---

[17]
8
Properties=species:S:1:pos:R:3:forces:R:3 method="wB97M-V/def2-TZVPD" lumo_ev="-0.5477 / -0.5495" energy_ev=-12307.2134 largest_force_ev_per_a=4.95 homo_lumo_gap_ev="6.215 / 6.212"
H 0.438 0.259 0.860 -3.6969 -2.5035 2.1349
Y -1.928 -1.553 0.338 1.4426 1.1714 -0.0651
O -0.358 -0.356 1.610 2.3236 1.6227 -2.3468
H -0.497 0.100 2.443 0.1251 0.1443 0.2566
C 0.306 0.208 -1.003 -0.5048 -0.3087 -0.9449
F 0.648 1.534 -0.803 0.4045 0.2959 0.6862
F 1.496 -0.462 -1.127 0.5875 -0.0508 0.3445
F -0.104 0.269 -2.318 -0.6816 -0.3713 -0.0654

---

[18]
7
Properties=species:S:1:pos:R:3:forces:R:3 method="wB97M-V/def2-TZVPD" lumo_ev="-3.2862 / -3.2857" energy_ev=-18507.3694 largest_force_ev_per_a=4.22 homo_lumo_gap_ev="7.584 / 7.586"
C 0.624 -0.147 -0.223 -0.3065 1.6673 -2.8474
F 1.597 0.317 -1.181 -1.2699 -0.5395 0.2397
F -2.031 -1.503 0.363 1.1048 2.5214 -0.7377
F -0.760 1.564 1.099 -0.6402 -0.1695 -1.3160
P -0.960 0.969 -0.375 1.0431 -3.0826 2.6870
H 1.152 -0.029 0.648 0.4768 0.5922 2.6470
H 0.378 -1.171 -0.332 -0.4081 -0.9893 -0.6726

---

[19]
6
Properties=species:S:1:pos:R:3:forces:R:3 method="wB97M-V/def2-TZVPD" lumo_ev="-0.6308 / -0.6306" energy_ev=-13931.6012 largest_force_ev_per_a=4.19 homo_lumo_gap_ev="9.059 / 9.060"
C -0.231 0.437 -0.454 2.1373 -2.7195 2.3733
O 1.043 -1.106 0.369 -1.8844 2.0435 -2.1958
F 0.158 1.436 0.288 -0.1524 0.3798 -0.2618
I -2.116 -0.283 -0.050 0.0343 0.0475 -0.1572
H 0.145 0.442 -1.465 0.1229 -0.1322 -0.0891
H 1.002 -0.925 1.310 -0.2577 0.3809 0.3306

---

[20]
7
Properties=species:S:1:pos:R:3:forces:R:3 method="wB97M-V/def2-TZVPD" lumo_ev="-0.1650 / -0.2279" spin_multiplicity=2 energy_ev=-26569.9850 largest_force_ev_per_a=8.00 homo_lumo_gap_ev="4.566 / 8.319"
C -0.157 0.825 -1.047 1.1655 -4.6419 6.4160
O 0.435 0.417 0.686 -1.5423 1.4702 -4.7810
Na 1.021 -0.390 2.953 0.3534 1.1725 -0.0087
K -0.117 -2.238 1.417 -0.5534 -0.0361 -1.4165
F -0.782 -0.999 -1.152 0.7929 3.0593 -0.4581
H 0.640 0.929 -1.776 -0.1307 -0.5131 0.1314
H -1.040 1.455 -1.081 -0.0855 -0.5109 0.1170